Density functional theory data (ωB97M-V with the def2-TZVPD basis set) for a 7-piece molecular cluster, C36H45N7O13 overall in a non-equilibrium geometry.

Element x y z (Å)
C1 -0.65224 -2.50385 -4.25451
C2 -0.17308 -3.35023 -3.02299
C3 0.13986 -2.56831 -1.84810
C4 0.22922 -3.32990 -0.57809
C5 -1.07166 -3.98628 -0.26461
C6 -1.60936 -4.98019 -1.42472
N1 -1.25702 -4.30507 -2.73724
O1 -1.84786 -4.80709 -3.76976
C7 -3.05660 -5.35964 -1.17919
C8 -0.81301 -6.32063 -1.36124
C9 1.05434 -4.08133 -3.61060
H1 -0.00999 -1.87829 -4.39738
H2 -1.48454 -1.85953 -3.96387
H3 -1.16508 -3.02798 -5.09282
H4 -0.55020 -1.72274 -1.68633
H5 1.02873 -2.10109 -1.93941
H6 0.49202 -3.00510 0.20331
H7 0.92860 -4.05189 -0.58351
H8 -1.88436 -3.10197 -0.09729
H9 -1.08799 -4.46490 0.82583
H10 -3.20285 -5.91779 -0.19079
H11 -3.50729 -5.88162 -1.85936
H12 -3.55484 -4.55317 -1.34636
H13 -0.96007 -7.08900 -2.15641
H14 -1.11818 -7.02882 -0.48019
H15 0.15927 -6.13929 -1.40285
H16 1.94719 -3.73151 -3.42897
H17 1.00309 -4.53752 -4.61377
H18 1.13001 -5.11385 -2.96339
N2 0.22173 0.59808 1.08969
O2 -0.14196 0.32697 -0.03157
O3 -0.23008 1.53029 1.71344
O4 0.90615 -0.31471 1.66933
C10 4.78231 2.27892 0.55636
C11 3.48879 1.22437 0.50497
C12 3.62631 0.13299 -0.53609
C13 4.89436 -0.00807 -1.38428
C14 6.19987 0.91862 -1.09346
C15 5.98653 2.06673 -0.09234
N3 5.02900 -1.06509 -2.32662
O5 4.02588 -1.75697 -2.65259
O6 6.06727 -1.09688 -2.97128
H19 4.62230 3.06542 1.20921
H20 2.50530 1.31487 1.05276
H21 2.82771 -0.78576 -0.40738
H22 7.04061 0.79968 -1.67227
H23 6.85491 2.59041 0.00952
C16 -5.07405 1.17641 3.06853
C17 -3.70401 0.85962 2.38660
C18 -3.61082 -0.33170 1.54773
C19 -4.88248 -1.21626 1.26085
C20 -6.08065 -0.85934 2.01902
C21 -6.18742 0.41379 2.89803
N4 -4.91218 -2.28782 0.25329
O7 -4.03151 -2.21030 -0.59633
O8 -5.96188 -2.97717 0.08775
H24 -5.06351 1.98663 3.84389
H25 -2.93573 1.42674 2.93060
H26 -2.62805 -0.56238 1.15749
H27 -6.90574 -1.43497 1.59399
H28 -7.16237 0.59846 3.28806
C22 -3.38959 3.25197 -1.78718
C23 -4.66518 3.19490 -2.65665
C24 -5.00210 1.98437 -3.50974
C25 -4.06673 0.73265 -3.40017
C26 -2.91923 0.77459 -2.34610
C27 -2.60249 2.11080 -1.58951
N5 -4.17564 -0.31141 -4.29895
O9 -4.88923 -0.19839 -5.33773
O10 -3.77770 -1.35575 -4.00033
H29 -3.10765 4.09397 -1.28082
H30 -5.33320 4.16660 -2.58134
H31 -5.79643 1.96228 -4.12632
H32 -2.23257 -0.05710 -2.12573
H33 -1.70902 2.21571 -1.10819
C28 3.18208 2.98234 3.96197
C29 2.94433 1.43406 3.66509
C30 4.11412 0.59054 3.42026
C31 5.60123 1.12765 3.60820
C32 5.74737 2.64850 4.01768
C33 4.51725 3.47319 4.03649
N6 6.71638 0.35568 3.58698
O11 6.64128 -0.93137 3.13293
O12 7.70894 0.70058 4.07372
H34 2.37767 3.80029 4.26182
H35 1.94785 1.15323 3.56779
H36 3.92816 -0.45087 3.02007
H37 6.85600 3.10183 4.10040
H38 4.47559 4.56664 4.42502
C34 1.97373 6.46580 2.74444
O13 3.06742 5.98923 2.36993
N7 0.83100 5.80821 2.17340
C35 -0.52668 6.06284 2.51529
C36 0.97065 4.50480 1.38150
H39 1.55070 7.23636 3.29747
H40 -1.03974 5.29576 2.92471
H41 -1.17410 6.50017 1.79185
H42 -0.54640 6.95608 3.31835
H43 0.16455 4.12484 0.93871
H44 1.34087 3.75738 2.21710
H45 1.62382 4.57803 0.44533

The value obtained for the HOMO energy is -0.30652 Ha. For the LUMO energy, the calculation gives -4.042 eV. The relative energy (zero: lowest compared OMol25 entry of this formula, charge and spin) comes out at 80.7 kcal/mol. As for the gap between HOMO and LUMO: 4.299 eV.


Density functional theory data (ωB97M-V with the def2-TZVPD basis set) for C36H43F27HgNO14S as an isolated structure in a non-equilibrium geometry.

Element x y z (Å)
Hg1 -34.80577 -22.04696 23.75878
C1 -31.90928 -22.98914 20.00773
F1 -31.79713 -24.17070 20.50951
F2 -31.07358 -22.09508 20.61672
F3 -31.43544 -22.93646 18.78125
S1 -33.73487 -22.26502 20.23528
O1 -34.57857 -23.28462 19.64626
O2 -33.95169 -22.05402 21.68681
O3 -33.80809 -21.06298 19.42461
C2 -34.72753 -18.68914 13.78926
C3 -34.55794 -17.14262 14.07680
C4 -35.67857 -16.74976 15.03076
F4 -35.65856 -15.42848 15.19458
F5 -36.88596 -17.08296 14.68401
F6 -33.35225 -17.00753 14.78649
F7 -34.47704 -16.43246 12.96479
O4 -34.84114 -19.53371 14.96499
C5 -34.01536 -20.71359 14.99784
C6 -34.34594 -21.58769 16.25649
F8 -35.51374 -22.10045 16.44346
F9 -33.42916 -22.55034 16.30448
F10 -34.01096 -21.40280 13.92117
F11 -32.77503 -20.28123 15.15436
H1 -33.82044 -18.98739 13.26359
H2 -35.66826 -18.79071 13.24813
H3 -35.46278 -17.16749 16.01414
H4 -34.19047 -21.00583 17.16499
C7 -29.04814 -26.45628 23.68200
C8 -30.25070 -26.03836 24.55747
C9 -31.57291 -26.55472 23.87137
F12 -31.86945 -26.05098 22.66347
F13 -31.73469 -27.91550 23.85056
F14 -30.19579 -26.55708 25.78768
F15 -30.33258 -24.74544 24.73622
O5 -29.14502 -25.83105 22.39349
C10 -28.03858 -24.92995 22.11983
C11 -28.33131 -24.13302 20.80073
F16 -27.44057 -23.11908 20.77567
F17 -28.21458 -25.04231 19.78059
F18 -27.91448 -24.15642 23.25812
F19 -26.98779 -25.65322 22.02707
H5 -29.03611 -27.54450 23.62091
H6 -28.12095 -26.23047 24.20871
H7 -32.40114 -26.32169 24.54056
H8 -29.38468 -23.85690 20.75322
C12 -31.00236 -18.49059 20.50405
C13 -30.24010 -18.19073 21.80891
C14 -29.53599 -16.79298 21.82242
F20 -30.30983 -15.79218 21.37858
F21 -29.19227 -16.42163 23.07032
F22 -31.17525 -18.26299 22.80554
F23 -29.32408 -19.18062 22.01099
O6 -30.05212 -18.48265 19.42378
C15 -30.56734 -18.40254 18.04426
C16 -31.01699 -16.94862 17.84108
F24 -31.17022 -16.68066 16.61239
F25 -32.18063 -16.62314 18.42894
F26 -29.47887 -18.79889 17.38585
F27 -31.48072 -19.34930 17.83399
H9 -31.79351 -17.76100 20.33119
H10 -31.48283 -19.46707 20.56522
H11 -28.52137 -16.73292 21.42866
H12 -30.29760 -16.26017 18.28450
O7 -32.40717 -21.05053 24.03346
C17 -31.28030 -21.05552 24.48370
O8 -30.27808 -21.78252 24.01464
C18 -28.94024 -21.71096 24.69356
C19 -29.26791 -20.85053 25.91642
C20 -30.75242 -20.27301 25.62989
H13 -28.22386 -21.18299 24.06415
H14 -28.65261 -22.72990 24.95266
H15 -28.59640 -19.99538 25.99318
H16 -29.11242 -21.48610 26.78818
H17 -30.80215 -19.21901 25.35658
H18 -31.47366 -20.38417 26.43955
O9 -34.84681 -19.79396 23.19831
C21 -35.08091 -18.68666 22.79441
O10 -34.12624 -17.90222 22.18189
C22 -34.74142 -16.77348 21.48116
C23 -36.28007 -17.07477 21.59412
C24 -36.42909 -18.12276 22.66656
H19 -34.40665 -16.83774 20.44583
H20 -34.50641 -15.79693 21.90451
H21 -36.79566 -17.44552 20.70822
H22 -36.91019 -16.26914 21.97096
H23 -37.13515 -18.94635 22.56037
H24 -36.71835 -17.58467 23.56928
O11 -34.62604 -24.34825 23.32835
C25 -34.84983 -25.49619 22.99775
O12 -34.74390 -26.51988 23.82886
C26 -35.06276 -27.75976 23.20874
C27 -35.76779 -27.38834 21.88279
C28 -35.24473 -25.97451 21.64371
H25 -35.56727 -28.49481 23.83585
H26 -34.08542 -28.22579 23.08330
H27 -36.84829 -27.49913 21.97422
H28 -35.44546 -28.09201 21.11529
H29 -36.01651 -25.33521 21.21506
H30 -34.34346 -26.04615 21.03488
O13 -36.78178 -21.84367 22.33663
C29 -37.24797 -22.22978 21.27878
O14 -37.57998 -23.49250 21.12652
C30 -38.24066 -23.66192 19.90881
C31 -37.66799 -22.55961 19.11183
C32 -37.62977 -21.39445 20.06327
H31 -39.29424 -23.88065 20.08267
H32 -37.86176 -24.54660 19.39706
H33 -38.20654 -22.31990 18.19499
H34 -36.71841 -22.81994 18.64426
H35 -38.55338 -20.83178 20.19915
H36 -36.68377 -20.89450 19.85531
C33 -32.88177 -26.29425 17.97928
C34 -33.61058 -26.32685 16.65329
C35 -34.10923 -27.62867 16.25612
C36 -35.07618 -28.15595 17.29985
N1 -35.80188 -28.65627 18.05879
H37 -32.11890 -25.52211 18.07894
H38 -32.47051 -27.28042 18.19477
H39 -33.53184 -25.95477 18.78566
H40 -32.80152 -26.01850 15.99114
H41 -34.37231 -25.55308 16.55767
H42 -33.32506 -28.38425 16.20840
H43 -34.58049 -27.55339 15.27615

The value obtained for the HOMO energy (alpha / beta) is -0.54798 / -0.54794 Ha. Its charge is +2. Its expectation value of S² is 0.7644. For the LUMO energy (alpha / beta), the calculation gives -8.221 / -11.275 eV. As for the gap between HOMO and LUMO (alpha / beta): 6.690 / 3.635 eV. The multiplicity is 2.


Density functional theory data (ωB97M-V with the def2-TZVPD basis set) for C8H12O2 as an isolated structure in a non-equilibrium geometry.

Element x y z (Å)
C1 -0.27511 0.06436 0.54385
C2 0.26017 -0.27112 -0.85616
C3 -2.01505 1.88685 0.15412
C4 1.68043 -0.75075 -0.80862
C5 -1.73777 0.45491 0.50984
C6 3.13130 -1.01651 1.15043
C7 2.52467 -0.64896 -1.82040
C8 -2.69673 -0.43677 0.72879
O1 -0.02069 -1.10213 1.32847
O2 4.12499 -0.53297 0.84724
H1 -0.37602 -0.97200 2.21557
H2 0.31840 0.89796 0.95144
H3 -0.37404 -1.06840 -1.25726
H4 0.15193 0.60192 -1.50749
H5 1.86697 -1.21226 0.48430
H6 -1.57252 2.14176 -0.81081
H7 -3.08502 2.07802 0.09868
H8 -1.57433 2.55834 0.89480
H9 3.54910 -0.99802 -1.75632
H10 2.32690 -0.03294 -2.69194
H11 -2.46623 -1.46894 0.94777
H12 -3.74134 -0.17235 0.65371

The value obtained for the HOMO energy is -0.34414 Ha. For the LUMO energy, the calculation gives 0.746 eV. The relative energy (zero: lowest compared OMol25 entry of this formula, charge and spin) comes out at 81.7 kcal/mol. As for the gap between HOMO and LUMO: 10.110 eV.


Density functional theory data (ωB97M-V with the def2-TZVPD basis set) for one molecule with the formula C2H3N in a non-equilibrium geometry.

Element x y z (Å)
C1 0.52727 -0.64144 -0.16220
N1 0.20837 -0.51225 1.03371
C2 -0.22010 0.54721 0.11329
H1 0.58228 -1.43815 -1.14508
H2 0.13741 1.51852 0.32110
H3 -1.23523 0.52610 -0.16082

The value obtained for the HOMO energy is -0.36428 Ha. For the LUMO energy, the calculation gives 0.813 eV. The SMILES is C1=NC1. The relative energy (zero: lowest compared OMol25 entry of this formula, charge and spin) comes out at 68.2 kcal/mol. As for the gap between HOMO and LUMO: 10.725 eV.


Density functional theory data (ωB97M-V with the def2-TZVPD basis set) for C12H23CdF3NO2P2 as an isolated structure in a non-equilibrium geometry.

Element x y z (Å)
Cd1 -0.00851 0.58513 1.65828
P1 2.13454 -0.68169 1.27001
C1 2.26067 -1.39835 -0.37814
C2 1.10434 -1.47909 -1.19660
N1 -0.04380 -0.80210 -0.80665
C3 -1.21288 -1.20789 -1.28904
C4 -1.31373 -2.10887 -2.36584
C5 -0.14990 -2.49481 -3.02908
C6 1.06846 -2.09935 -2.49677
C7 -2.44551 -0.65089 -0.59756
P2 -2.24833 0.92124 0.32497
H1 2.00970 -2.31681 -3.00736
H2 -2.30388 -2.42017 -2.67023
H3 -0.20171 -3.18515 -3.87043
H4 -3.12417 -0.47162 -1.42419
H5 -2.87959 -1.38576 0.09447
H6 2.37269 2.56876 -3.16383
H7 3.25094 -1.30143 -0.84692
H8 0.85306 3.26759 -1.01222
O1 2.37087 3.06788 -2.31245
H9 3.27395 3.35491 -2.08520
H10 0.28288 2.12067 0.16055
O2 0.35514 3.15967 -0.17505
H11 0.73756 3.66255 0.56683
C8 -2.29438 2.10235 -1.07635
H12 -3.21185 1.92702 -1.66122
H13 -2.31457 3.14960 -0.72768
H14 -1.43519 1.94315 -1.74847
C9 -3.89618 1.16521 1.06523
H15 -3.92855 2.10685 1.62922
H16 -4.68108 1.19700 0.29566
H17 -4.11216 0.34451 1.76106
C10 2.19301 -2.29716 2.11146
H18 2.99322 -2.87890 1.62197
H19 2.35511 -2.12864 3.18554
H20 1.21716 -2.75563 1.88005
C11 3.72517 0.15619 1.64616
H21 3.69436 0.36443 2.72770
H22 4.63509 -0.42005 1.40895
H23 3.78379 1.12172 1.11744
F1 -1.48620 -1.84578 2.45298
C12 -1.05848 -0.66715 3.09932
F2 -2.14822 -0.17569 3.78877
F3 -0.17282 -1.11348 4.07466

The value obtained for the HOMO energy is -0.33778 Ha. Its charge is +1. For the LUMO energy, the calculation gives -4.892 eV. The relative energy (zero: lowest compared OMol25 entry of this formula, charge and spin) comes out at 109.4 kcal/mol. As for the gap between HOMO and LUMO: 4.299 eV.